The following is a DFT calculation (ωB97M-V with the def2-TZVPD basis set) of a structure of composition C24H44Ge2NO3PSr.

```
76
Properties=species:S:1:pos:R:3:forces:R:3
Sr 2.06493 1.32669 -0.22741 -0.10 0.24 -0.08
C -0.41403 0.25565 4.38186 -0.02 0.03 0.07
C 0.76628 0.37677 3.41645 0.27 0.08 -0.12
Ge 0.38629 -0.61144 1.73835 -1.01 0.19 -0.97
C 1.24226 -2.38303 1.71783 0.20 0.12 0.08
C 0.52776 -3.31008 2.70558 0.04 -0.06 0.00
C -1.52313 -0.88451 1.60529 0.16 -0.34 0.87
C -2.15081 -0.58787 0.47888 -0.85 0.20 -0.64
Ge -0.95918 0.17226 -0.86053 0.39 -0.65 1.02
C -1.02251 2.03315 -1.52325 0.18 0.03 0.03
C -2.41976 2.59157 -1.82703 0.04 0.05 -0.03
C -0.55093 -1.04456 -2.33918 0.12 0.12 -0.12
C -1.68629 -1.12081 -3.36815 0.01 -0.06 -0.01
C -3.57477 -0.88411 0.18288 0.05 0.04 -0.06
C -4.16453 -0.37370 -0.96989 -0.07 0.02 -0.03
C -5.49524 -0.62014 -1.27825 0.06 0.02 -0.01
C -6.26146 -1.39740 -0.42727 0.00 -0.02 0.03
C -5.68493 -1.93167 0.72029 -0.04 0.00 -0.03
C -4.35868 -1.68275 1.02066 0.03 0.00 0.02
H -0.17630 0.72779 5.33602 0.00 0.01 -0.01
H -0.66937 -0.78377 4.59067 0.02 0.00 -0.02
H -1.31103 0.73543 3.98668 0.00 -0.02 -0.02
H 1.67296 -0.05751 3.84450 -0.01 0.00 0.03
H 0.99268 1.42962 3.23055 0.02 -0.02 0.01
H 2.29664 -2.27896 1.98727 0.01 -0.02 -0.04
H 1.20183 -2.77872 0.70239 -0.04 -0.02 -0.02
H 0.50268 -2.89197 3.71381 0.00 0.01 -0.01
H 1.04004 -4.27068 2.77481 -0.01 0.00 -0.01
H -0.49888 -3.50604 2.39569 -0.01 0.02 0.01
H -2.07490 -1.35771 2.41559 0.00 0.00 0.01
H -0.41754 2.03531 -2.43880 -0.02 0.02 -0.04
H -0.53425 2.69582 -0.80576 -0.02 0.01 -0.01
H -2.90729 2.05065 -2.63649 0.00 -0.01 0.00
H -2.33546 3.63313 -2.13798 -0.03 0.01 0.00
H -3.07116 2.55182 -0.95413 0.01 -0.03 0.01
H -0.33317 -2.02405 -1.91254 -0.04 -0.02 0.01
H 0.36460 -0.69790 -2.82830 0.00 -0.02 0.01
H -2.59102 -1.54675 -2.93744 0.00 0.00 0.00
H -1.39136 -1.75110 -4.20776 -0.01 0.00 -0.01
H -1.93503 -0.13911 -3.77718 0.00 0.01 0.02
H -3.58290 0.23197 -1.65597 0.03 0.03 0.03
H -5.92539 -0.20588 -2.18045 -0.01 -0.01 0.01
H -7.29972 -1.59507 -0.65639 0.00 -0.01 0.00
H -6.27533 -2.55284 1.38035 0.00 0.00 0.00
H -3.93526 -2.12777 1.91113 0.02 0.02 0.00
C 2.74443 6.07852 2.79246 -0.07 -0.06 -0.06
O 1.91074 5.38796 1.81288 -0.28 0.02 -0.07
P 2.02810 3.83352 1.56640 0.63 0.06 -0.58
O 2.69764 3.73163 0.00782 -0.05 -0.17 0.72
C 2.54456 4.75199 -1.01346 -0.05 0.16 0.12
O 0.53977 3.40762 1.01955 0.08 0.37 0.26
C -0.60496 3.59123 1.90549 0.04 -0.16 -0.16
H 2.18343 6.95603 3.09285 0.02 0.00 0.02
H 3.67708 6.36740 2.31656 0.01 0.02 0.02
H 2.92946 5.43338 3.64902 0.03 0.02 0.01
H 3.54215 5.06539 -1.30748 -0.03 0.03 -0.05
H 1.99042 5.59508 -0.60914 0.00 0.02 -0.09
H 2.01095 4.33683 -1.86861 -0.01 0.01 0.02
H -1.46934 3.73940 1.26477 -0.02 0.00 0.02
H -0.45795 4.47259 2.52502 -0.04 0.00 0.01
H -0.73613 2.69895 2.51502 -0.03 0.04 0.03
C 4.36057 -3.02334 -3.19473 0.01 0.04 -0.01
C 3.21601 -3.22473 -2.18971 -0.05 -0.03 0.02
C 3.65644 -4.14293 -1.03913 0.01 0.01 0.02
C 1.96703 -3.78481 -2.88671 -0.01 0.00 -0.01
C 2.87480 -1.90997 -1.62537 0.10 0.01 0.01
N 2.62843 -0.87302 -1.19167 0.29 -0.32 -0.25
H 4.60660 -3.99269 -3.62658 0.01 0.00 0.00
H 5.25248 -2.62783 -2.70971 0.00 -0.01 0.01
H 4.07095 -2.35193 -4.00277 -0.01 -0.01 -0.01
H 3.93588 -5.10641 -1.46408 0.00 0.00 0.00
H 2.85093 -4.30566 -0.32398 -0.02 0.00 0.00
H 4.52017 -3.73797 -0.51234 0.01 0.00 -0.01
H 2.22043 -4.75721 -3.30764 0.00 0.00 0.00
H 1.63644 -3.13655 -3.69838 0.00 0.00 0.00
H 1.14516 -3.92220 -2.18376 0.01 -0.01 0.00
```
Positions in Å, forces in eV/Å.

Properties
Relative energy (zero: lowest compared OMol25 entry of this formula, charge and spin), eV: 1.570
Charge: +2
Molar mass, g/mol: 658.43
Orbital gap, eV: 6.996
HOMO level, eV: -13.08
Max |F|, eV/Å: 1.41
DFT total energy, eV: -156377.89682